Computed, not measured: a molecular structure, C9H16F18K2O9P3, with ωB97M-V/def2-TZVPD.

Properties
HOMO-LUMO gap = 8.6 eV
charge = -1

```
57
Properties=species:S:1:pos:R:3:forces:R:3:lowdin_charge:R:1
K -0.091683 -1.565943 -2.197329 4.85 2.24 -12.03 1.156
K -1.626243 2.198917 1.326601 -4.32 5.14 4.82 1.126
P 0.146677 0.762327 -0.334459 3.86 3.47 -2.88 0.391
F 0.490667 0.664697 -1.915639 -0.74 0.67 -0.09 -0.159
F -0.764643 -0.538653 -0.473149 3.70 2.65 5.57 -0.371
F 1.472487 -0.148543 -0.070949 -5.21 3.71 -3.70 -0.315
F -0.145343 0.794967 1.303321 -0.84 0.68 -3.35 -0.411
F 1.167607 2.011007 -0.270519 -7.68 -1.56 -0.49 -0.185
F -1.170543 1.776767 -0.563089 -1.43 -10.44 -2.51 -0.390
P -0.971953 4.471047 -1.683269 0.26 0.72 -4.01 0.216
F -2.519353 3.859557 -1.705259 0.60 -1.16 0.60 -0.208
F -0.359403 3.281407 -0.791179 1.38 10.09 -1.38 -0.219
F -0.571603 3.623457 -3.034499 0.05 -1.81 0.61 -0.193
F 0.447597 5.228017 -1.852489 -0.11 -0.10 1.61 -0.148
F -1.510483 5.488187 -2.820369 -1.15 1.94 0.53 -0.197
F -1.504793 5.376197 -0.454679 1.01 -0.15 0.32 -0.158
P 3.300747 2.590897 0.936311 2.25 2.81 -4.34 0.264
F 1.906317 2.701917 1.721081 0.49 0.55 0.25 -0.163
F 2.636177 3.515487 -0.232739 1.01 1.05 0.73 -0.153
F 3.859227 3.935817 1.713681 -0.73 -0.97 0.45 -0.177
F 4.699767 2.674527 0.077051 0.07 -0.68 0.35 -0.189
F 3.999487 1.591987 1.981381 -0.33 0.09 0.38 -0.133
F 2.842407 1.312437 -0.004369 6.87 -0.10 2.60 -0.184
C 1.433357 -0.318453 2.223041 2.01 -0.21 1.77 -0.166
C 1.487217 0.897307 3.096391 -0.68 0.01 0.73 -0.110
O 1.417967 0.324477 4.367101 -0.65 0.43 2.83 0.092
C 1.384177 -1.009863 4.358521 0.49 1.12 1.34 -0.613
O 1.245727 -1.694603 5.333461 -0.12 -0.14 -0.20 0.128
O 1.608727 -1.395153 3.143511 0.45 -2.09 -1.64 0.121
H 2.243817 -0.250313 1.497371 0.00 0.40 1.77 0.106
H 0.484277 -0.463563 1.707021 1.63 -1.70 1.78 0.109
H 0.574667 1.460537 2.901121 0.64 0.38 0.98 0.111
H 2.372797 1.526677 3.008391 -0.65 -0.98 0.71 0.114
C -1.078123 -5.089183 -0.353069 -1.11 1.31 -0.09 -0.009
O 0.262887 -4.709683 -0.081249 -0.67 -2.60 0.61 0.068
C 0.540737 -3.464883 -0.179549 0.50 2.65 -0.57 -0.575
O -0.181203 -2.592593 -0.698349 0.33 -8.47 9.32 -0.238
O 1.749937 -3.249323 0.232201 0.62 -1.82 0.06 0.104
C 2.221617 -1.933003 0.391661 1.43 -1.47 0.88 -0.044
H -1.299293 -4.851743 -1.393639 0.08 -0.97 -0.28 0.100
H -1.773573 -4.403643 0.131151 0.14 0.13 0.51 0.093
H -1.326403 -6.074573 0.041261 0.65 -0.04 -0.56 0.108
H 1.478637 -1.301223 0.878421 0.68 -3.83 -0.79 0.036
H 2.569907 -1.429243 -0.510019 0.03 -1.37 -0.40 0.137
H 3.090327 -1.900433 1.049211 0.08 -0.96 0.10 0.134
C -3.441473 -1.510833 -4.153889 0.15 -0.87 0.12 -0.004
O -3.811133 -1.491783 -2.766089 -0.20 0.66 0.88 0.022
C -2.985463 -0.968103 -1.857959 1.85 1.28 1.02 -0.464
O -1.849733 -0.525433 -2.020929 -8.95 0.62 -4.32 -0.091
O -3.553513 -0.998913 -0.617029 -2.05 -0.81 -2.53 0.046
C -2.799273 -0.880063 0.526121 1.16 0.46 2.00 -0.072
H -2.492653 -2.041663 -4.231699 0.08 0.16 -0.25 0.088
H -3.398673 -0.560963 -4.686819 -0.01 0.22 0.62 0.112
H -4.220513 -2.138233 -4.586979 0.13 0.14 -0.13 0.099
H -2.176863 0.013797 0.484561 -0.97 -0.50 0.31 0.040
H -2.136243 -1.734683 0.660721 0.04 0.03 -0.13 0.104
H -3.375763 -0.847133 1.450601 -0.95 -0.01 -0.52 0.114
```
Positions in Å, forces in eV/Å.

***

Computed, not measured: C21H22FN3O4 in the gas phase, with ωB97M-V/def2-TZVPD.

Properties
HOMO-LUMO gap = 8.5 eV
ΔE to the lowest compared entry with this formula, charge and spin = 33.4 kcal per mole
SMILES = O=C(CN1CCC(NC(=O)c2ccccc2F)CC1)Nc1ccc2c(c1)OCO2
charge = 0

```
51
Properties=species:S:1:pos:R:3:forces:R:3:lowdin_charge:R:1
O 3.037683 1.750631 1.644548 0.06 -0.06 0.34 0.071
C 2.760389 1.955255 0.483310 -0.20 0.28 -0.42 -0.448
C 1.645578 2.923175 0.071408 -0.07 0.02 0.16 -0.107
N 0.329249 2.309637 0.073896 0.16 0.05 -0.05 -0.157
C 0.159579 1.261392 -0.914628 -0.31 0.03 -0.17 -0.196
C -1.322910 0.919771 -1.038758 0.23 -0.25 0.14 -0.115
C -1.867194 0.458398 0.314842 0.15 0.10 -0.02 -0.316
N -3.283526 0.176781 0.234285 0.14 0.30 0.01 0.113
C -3.779949 -1.076689 0.275979 -0.12 0.22 -0.04 -0.434
O -3.087838 -2.060888 0.452589 0.08 -0.25 0.05 0.070
C -5.269091 -1.198580 0.139351 -0.17 -0.02 -0.15 -0.062
C -5.873174 -2.298644 0.745553 0.01 0.09 -0.05 -0.011
C -7.234896 -2.512415 0.655622 -0.01 -0.07 0.06 -0.075
C -8.028088 -1.632928 -0.063597 0.08 0.04 -0.03 -0.074
C -7.453476 -0.542943 -0.692515 0.08 0.11 -0.05 -0.010
C -6.090561 -0.339361 -0.581686 -0.09 -0.19 0.14 -0.213
F -5.568880 0.736460 -1.223595 -0.02 -0.07 0.07 0.055
C -1.587538 1.541238 1.355190 0.23 -0.28 0.01 -0.119
C -0.095043 1.855688 1.386996 -0.32 0.12 0.13 -0.185
N 3.339319 1.323488 -0.577672 -0.10 0.18 -0.35 0.126
C 4.335834 0.339730 -0.588557 0.31 -0.33 -0.06 -0.216
C 4.767721 -0.121738 -1.828887 -0.14 0.14 0.14 -0.034
C 5.752105 -1.097520 -1.945335 0.24 -0.23 0.27 0.006
C 6.283745 -1.591761 -0.779977 -0.27 0.28 0.45 -0.211
C 5.851377 -1.131640 0.465180 0.10 -0.12 -0.78 -0.191
C 4.881760 -0.169307 0.596024 0.16 -0.15 0.26 0.086
O 6.537999 -1.783718 1.451399 -0.37 0.38 0.06 0.043
C 7.413384 -2.673824 0.793537 0.81 -0.81 0.52 -0.159
O 7.253954 -2.544210 -0.603037 -0.15 0.14 -0.40 0.031
H 1.628928 3.741662 0.795375 0.14 -0.07 -0.08 0.130
H 1.829748 3.336456 -0.924332 0.03 0.01 0.03 0.121
H 0.524750 1.629534 -1.877989 0.07 -0.06 0.01 0.121
H 0.719438 0.345877 -0.653662 0.02 0.05 -0.06 0.131
H -1.461579 0.135677 -1.784315 -0.05 -0.02 -0.02 0.122
H -1.868764 1.808912 -1.360430 -0.03 0.04 -0.05 0.122
H -1.384978 -0.480620 0.607043 -0.02 0.16 -0.03 0.152
H -3.884283 0.962503 0.046392 -0.15 -0.18 -0.02 0.136
H -5.235201 -2.981547 1.285685 0.07 -0.05 0.02 0.121
H -7.678702 -3.367833 1.141012 -0.03 -0.07 0.05 0.104
H -9.091925 -1.795964 -0.142820 -0.09 -0.01 -0.01 0.106
H -8.042948 0.151269 -1.270786 -0.03 0.08 -0.06 0.118
H -1.916193 1.211878 2.341483 -0.06 -0.01 0.01 0.121
H -2.135792 2.446771 1.086930 -0.05 0.07 0.03 0.121
H 0.101110 2.654101 2.105047 0.06 -0.08 0.03 0.128
H 0.461532 0.962617 1.713171 0.02 0.06 0.04 0.129
H 3.020607 1.593689 -1.497729 -0.02 0.03 0.24 0.131
H 4.329846 0.285540 -2.728466 -0.06 0.06 -0.09 0.108
H 6.083536 -1.450716 -2.906816 0.04 -0.04 -0.14 0.118
H 4.555608 0.182039 1.558275 -0.03 0.03 0.06 0.113
H 7.183719 -3.708402 1.096326 -0.03 0.26 -0.10 0.140
H 8.454054 -2.438935 1.069156 -0.26 0.03 -0.09 0.139
```
Positions in Å, forces in eV/Å.

***

Computed, not measured: a molecular structure, C38H56AlN2O27, with ωB97M-V/def2-TZVPD.

Properties
HOMO-LUMO gap = 6.6 eV
ΔE to the lowest compared entry with this formula, charge and spin = 5.7 kcal per mole
charge = -1

```
124
Properties=species:S:1:pos:R:3:forces:R:3:lowdin_charge:R:1
C 2.272683 -1.702289 6.030035 0.15 0.02 -1.00 -0.062
C 1.667311 -1.528792 4.978861 0.20 -0.06 0.40 -0.140
Al 1.004947 -1.133033 3.087550 0.33 0.34 -0.35 0.201
N 2.434774 -0.239734 2.132673 -0.45 -0.10 0.60 -0.080
C -0.541034 0.175472 3.076391 0.30 -0.34 0.31 -0.240
C -1.591330 -0.008018 4.203687 0.15 0.44 -0.77 -0.281
C -2.208136 -1.425270 4.236094 -0.32 0.74 0.26 -0.198
C -3.047870 -1.680999 2.976002 -0.25 1.02 0.45 -0.123
N -4.020124 -2.778258 3.135121 1.45 1.07 -0.50 -0.097
C -4.916215 -3.092076 2.179526 -1.34 -1.03 -0.66 -0.123
C -5.690680 -4.141910 2.629148 0.18 -0.14 0.90 -0.115
C -5.217096 -4.449587 3.954605 -0.41 0.02 -0.97 -0.113
C -4.169843 -3.586550 4.202275 -0.75 -1.19 0.92 -0.124
C 0.615005 -2.864802 2.073471 -0.22 0.43 0.31 -0.193
O 1.474630 -3.984294 2.456252 -0.18 -0.61 -0.63 -0.198
C 2.684704 -3.912198 1.783931 0.30 1.04 0.51 -0.299
O 3.477529 -5.069429 1.957087 -0.76 -0.13 0.12 -0.142
C 3.323874 -5.658485 3.245230 0.64 -0.35 0.76 -0.182
C 3.687079 -4.748600 4.438319 0.03 -0.33 0.24 -0.198
O 4.923117 -5.201595 5.031852 -0.11 0.27 -0.17 -0.090
H 3.034261 -1.886604 6.764741 -0.49 0.08 0.07 -0.006
H 2.664822 0.546893 2.746623 0.18 -0.06 -0.19 -0.023
H 3.278183 -0.811157 2.129484 -0.01 0.13 -0.05 -0.042
H -0.094404 1.186585 3.162441 -0.20 -0.22 -0.10 0.047
H -1.028201 0.121452 2.084332 0.06 0.13 0.28 0.039
H -2.388757 0.745647 4.033877 -0.01 -0.47 0.26 0.092
H -1.148858 0.251311 5.179983 -0.03 -0.35 -0.27 0.099
H -1.417073 -2.178240 4.378692 -0.26 0.12 0.00 0.100
H -2.879640 -1.425209 5.113396 0.22 -0.32 -0.27 0.109
H -3.655919 -0.765092 2.796326 0.44 -0.58 0.09 0.110
H -2.412452 -1.802563 2.091892 -0.23 -0.38 0.23 0.096
H -5.039620 -2.630749 1.204644 0.58 0.32 0.42 0.111
H -6.508408 -4.626561 2.103373 0.23 0.19 0.08 0.076
H -5.623131 -5.211230 4.612117 0.25 0.19 -0.06 0.077
H -3.590637 -3.592181 5.116949 0.19 0.49 -0.44 0.114
H -0.428963 -3.169796 2.272849 0.44 -0.21 -0.04 0.056
H 0.679746 -2.720643 0.974185 -0.03 -0.10 0.27 0.058
H 2.527499 -3.744645 0.700903 0.18 -0.25 0.23 0.132
H 3.253850 -3.052155 2.205424 -0.11 -0.13 -0.39 0.114
H 4.035120 -6.503809 3.277752 -0.16 0.35 -0.11 0.124
H 2.330647 -6.098879 3.417978 0.08 0.43 -0.44 0.120
H 2.873314 -4.839690 5.176652 0.30 0.26 -0.16 0.120
H 3.823051 -3.689803 4.184620 -0.45 -0.28 -0.19 0.107
H 5.384144 -4.401136 5.320183 0.00 -0.26 0.01 0.048
C 8.465534 -3.662523 2.017658 0.19 0.01 -0.34 -0.125
C 8.365234 -4.907352 2.864309 0.11 -0.42 -0.13 -0.118
O 7.855606 -4.403281 4.097017 0.05 0.30 -0.14 0.063
C 7.207968 -3.243840 3.829819 -0.21 0.06 0.11 -0.560
O 6.526599 -2.658908 4.610472 0.05 -0.07 0.00 0.161
O 7.435007 -2.836742 2.556353 0.05 -0.14 0.21 0.070
H 8.294328 -3.856398 0.960901 -0.17 0.13 0.04 0.132
H 9.424687 -3.152083 2.134226 -0.02 -0.01 0.05 0.130
H 7.657129 -5.634005 2.460652 -0.04 0.06 0.02 0.136
H 9.326784 -5.394932 3.011801 -0.04 0.04 0.21 0.131
C 3.447825 -7.618502 0.231088 -0.18 0.22 0.28 -0.113
C 3.656754 -7.439964 -1.249353 -0.23 0.24 -0.21 -0.119
O 4.830085 -8.219318 -1.495519 -0.02 -0.14 0.21 0.054
C 4.916823 -9.153807 -0.511021 0.02 -0.12 0.12 -0.573
O 5.684581 -10.062817 -0.517065 0.01 0.03 -0.05 0.150
O 4.018223 -8.913664 0.472020 0.16 -0.04 -0.43 0.064
H 2.397460 -7.598301 0.512686 0.06 -0.16 0.12 0.142
H 3.984508 -6.879181 0.820867 -0.04 0.00 -0.04 0.109
H 2.833643 -7.845244 -1.843077 0.03 -0.04 0.02 0.130
H 3.813737 -6.399955 -1.527334 0.19 -0.07 -0.04 0.133
C 2.427092 2.580490 -0.713893 0.34 -0.14 0.14 -0.110
C 1.187199 1.911064 -0.193015 0.01 -0.55 0.46 -0.108
O 0.185812 2.929669 -0.367398 0.21 0.34 -0.40 0.056
C 0.612424 3.757143 -1.338899 -0.03 -0.11 0.10 -0.570
O -0.059194 4.610771 -1.840682 0.01 0.08 -0.17 0.131
O 1.897978 3.502506 -1.680773 -0.31 0.12 0.03 0.055
H 3.118419 1.881905 -1.177642 -0.05 0.12 -0.17 0.133
H 2.956935 3.142517 0.057475 -0.06 0.04 -0.02 0.134
H 0.905648 1.036192 -0.780857 -0.05 0.04 0.02 0.139
H 1.276161 1.618939 0.848626 -0.17 -0.05 0.01 0.097
C -4.269029 3.607618 0.676538 0.16 -0.10 -0.14 -0.122
C -3.337268 2.503293 0.242396 0.28 0.07 -0.31 -0.099
O -3.477993 1.548729 1.294546 -0.35 0.13 0.09 0.054
C -4.680724 1.751010 1.883034 0.15 -0.17 0.09 -0.562
O -5.163060 1.013255 2.682229 -0.18 0.15 -0.03 0.152
O -5.256486 2.900275 1.441456 0.11 -0.24 -0.04 0.063
H -4.726088 4.125097 -0.161564 -0.17 -0.07 0.09 0.119
H -3.782399 4.333243 1.317538 0.05 -0.12 0.05 0.117
H -3.643325 2.038596 -0.699167 -0.02 -0.03 0.04 0.130
H -2.304553 2.834392 0.151866 0.01 -0.17 0.15 0.124
C -3.500055 -1.409209 -3.406135 0.00 0.09 -0.35 -0.131
C -4.378663 -2.398664 -2.679519 -0.29 -0.20 -0.13 -0.128
O -3.679472 -2.597627 -1.453970 0.11 0.25 -0.17 0.059
C -2.903282 -1.501392 -1.236775 0.11 -0.02 0.31 -0.546
O -2.326057 -1.276623 -0.228938 0.04 0.07 -0.13 0.181
O -2.882458 -0.695146 -2.337441 -0.14 -0.20 0.08 0.051
H -4.065498 -0.735032 -4.046714 0.08 0.13 0.12 0.130
H -2.723763 -1.896283 -4.000786 -0.01 -0.03 0.04 0.132
H -5.370147 -1.995584 -2.459538 0.03 0.03 0.00 0.133
H -4.490422 -3.337380 -3.218430 0.08 -0.07 0.17 0.132
C -7.289610 6.729404 -0.448033 -0.35 -0.12 -0.22 -0.120
C -7.233106 7.874695 0.532467 -0.28 0.26 0.06 -0.124
O -6.110390 7.535292 1.344871 0.02 -0.18 -0.24 0.070
C -5.308118 6.715258 0.618470 0.22 0.07 0.16 -0.551
O -4.215374 6.384408 0.940993 -0.12 0.50 -0.09 0.159
O -5.923855 6.321347 -0.528668 0.01 0.18 0.21 0.051
H -7.663105 7.029105 -1.424984 0.20 -0.06 -0.06 0.132
H -7.887060 5.892238 -0.081009 0.04 0.01 0.05 0.136
H -7.040279 8.833656 0.046230 0.04 -0.04 -0.02 0.133
H -8.135773 7.958459 1.133845 0.14 -0.04 0.16 0.133
C -0.708477 6.639180 -4.247027 -0.11 -0.13 0.55 -0.119
C 0.223772 5.839965 -5.116682 0.20 -0.38 0.18 -0.106
O 0.028501 6.435912 -6.407255 -0.14 0.26 0.15 0.037
C -0.429375 7.697542 -6.210153 -0.04 0.12 0.02 -0.573
O -0.531866 8.513129 -7.074200 0.02 -0.05 -0.05 0.144
O -0.751247 7.907807 -4.915239 0.12 -0.14 -0.39 0.068
H -0.342705 6.745881 -3.230345 -0.03 0.14 -0.05 0.120
H -1.717055 6.222752 -4.218834 0.02 0.01 -0.04 0.137
H 1.269815 5.954406 -4.828004 -0.03 0.04 -0.02 0.139
H -0.021792 4.781569 -5.134899 -0.02 0.05 -0.19 0.136
C 1.304701 6.682288 -9.201900 -0.30 0.23 0.18 -0.133
C 1.469306 6.904583 -10.683207 -0.17 0.22 -0.18 -0.121
O 2.688353 6.216533 -10.969917 -0.03 -0.12 0.21 0.056
C 2.863676 5.272673 -10.005975 0.09 -0.14 0.08 -0.567
O 3.691642 4.421801 -10.044154 -0.01 0.03 -0.03 0.160
O 1.969438 5.432024 -8.998164 0.15 0.05 -0.36 0.065
H 0.264689 6.623695 -8.898573 0.09 -0.14 0.11 0.118
H 1.802887 7.448835 -8.606381 -0.02 -0.02 -0.01 0.136
H 0.663521 6.453449 -11.267013 0.03 -0.04 0.03 0.132
H 1.546794 7.957929 -10.943871 0.18 -0.06 -0.07 0.132
```
Positions in Å, forces in eV/Å.

***

- Among the records above, which one has the highest HOMO-LUMO gap?
  C9H16F18K2O9P3